Entry 1:
This record from OMol25 describes a single C5H7NO molecule in a non-equilibrium geometry. The level of theory is wB97M-V/def2-TZVPD.

## Properties
- Total charge: 0
- Kohn-Sham gap: 0.3593 Eh
- Energy above the lowest of the compared OMol25 structures with the same formula, charge and spin: 476.33 kJ/mol
- Calculated total energy: -324.54304 Ha
- E_HOMO: -9.198 eV
- SMILES: OCC#C[C@H]1CN1

Last column: Mulliken charge in e.
Atoms and positions in Å:
O  -2.1485  -1.6630  -1.4114  -0.48
C  -0.8273  -2.0133  -1.0605  -0.45
C  0.0021  -0.8829  -0.7668  -0.03
C  0.3823  0.2665  -0.5886  -0.39
C  0.0673  0.8470  0.7265  0.41
C  0.8613  1.9291  1.2942  -0.48
N  -0.5060  2.1798  0.8302  -0.62
H  -2.5839  -1.2656  -0.6455  0.33
H  -0.7738  -2.8185  -0.3091  0.32
H  -0.2949  -2.3141  -1.9588  0.28
H  -0.3365  0.1187  1.4047  0.33
H  1.7205  2.2549  0.7207  0.28
H  0.9617  1.8423  2.3675  0.25
H  -0.5166  2.6111  -0.0929  0.27

---

Entry 2:
This record from OMol25 describes a single C5H7NO molecule. The level of theory is wB97M-V/def2-TZVPD.

## Properties
- Total charge: 0
- Kohn-Sham gap: 0.3565 Eh
- Energy above the lowest of the compared OMol25 structures with the same formula, charge and spin: 192.45 kJ/mol
- Calculated total energy: -324.65117 Ha
- E_HOMO: -8.824 eV
- SMILES: C=NCCC=C=O

Last column: Mulliken charge in e.
Atoms and positions in Å:
O  -2.0781  0.3580  -1.6227  -0.41
C  -1.1847  -0.3605  -1.3817  0.64
C  -0.0919  2.0021  0.1500  -0.36
N  0.8254  1.1407  0.2714  -0.38
C  0.5175  -0.0236  1.0795  -0.59
C  0.5236  -1.2939  0.2119  -0.41
C  -0.1756  -1.1602  -1.1260  -0.66
H  0.0575  2.8616  -0.5041  0.28
H  -1.0672  1.9216  0.6545  0.27
H  -0.4531  0.0785  1.5969  0.35
H  1.2922  -0.1274  1.8486  0.35
H  0.0760  -2.1072  0.7983  0.29
H  1.5586  -1.5845  0.0093  0.32
H  0.1998  -1.7052  -1.9859  0.33